94
Properties=species:S:1:pos:R:3:lowdin_charge:R:1 method="wB97M-V/def2-TZVPD" de_lowest_ev=0.000 largest_force_ha_per_bohr=0.0369 energy_ha=-6049.49182 charge=+1 lumo_energy_ev=-4.333 multiplicity=1 molar_mass_da=750.02 gap_ev=7.1 homo_ha=-0.421
C -0.876 1.581 2.464 -0.10
C -1.223 0.706 1.256 -0.21
N -0.005 0.263 0.540 -0.01
C 0.728 1.218 -0.086 -0.19
P 0.229 3.021 -0.130 0.84
N -1.268 3.376 0.110 -0.25
C 1.932 0.864 -0.711 0.01
B 2.876 1.955 -1.414 -0.68
O 4.055 2.262 -0.820 0.22
O 2.522 2.612 -2.564 0.02
C 2.024 1.824 -3.657 -0.02
C 2.338 -0.483 -0.729 0.04
B 3.700 -0.915 -1.459 -0.60
N 3.651 -1.742 -2.644 0.20
O 4.916 -0.562 -0.964 0.20
C 1.539 -1.430 -0.089 -0.20
C 1.970 -2.875 -0.143 -0.68
Cl 0.714 -3.831 -0.983 0.78
C 2.370 -3.526 1.197 -0.75
C 3.143 -2.573 2.086 -0.10
Cl 3.497 -4.864 0.760 0.66
C 0.384 -1.031 0.559 -0.25
P -0.536 -2.440 1.424 0.64
O -1.999 -2.365 0.750 -0.32
Br -0.720 -1.770 3.565 0.43
H -1.278 2.580 2.368 0.06
H -1.322 1.143 3.350 0.05
H 0.190 1.581 2.666 0.06
H -1.799 -0.130 1.609 0.05
H -1.863 1.229 0.557 0.11
H 0.658 3.494 -1.374 0.04
H 1.088 3.557 0.853 0.04
H -1.632 3.882 -0.701 -0.04
H 4.688 2.478 -1.517 0.14
H 0.937 1.849 -3.679 0.10
H 2.410 2.260 -4.568 0.10
H 2.348 0.788 -3.608 0.08
H 3.454 -1.224 -3.494 0.08
H 4.569 -2.156 -2.785 0.10
H 4.911 -0.451 -0.006 0.12
H 2.847 -2.987 -0.763 0.05
H 1.524 -3.978 1.692 0.05
H 3.998 -2.160 1.559 0.08
H 2.502 -1.783 2.472 0.07
H 3.542 -3.130 2.926 0.09
H -2.703 -2.429 1.413 0.08
C -2.546 5.472 -3.432 -0.10
O -2.135 4.484 -2.465 -0.16
H -2.801 6.381 -2.899 0.07
H -1.740 5.680 -4.123 0.06
H -3.423 5.116 -3.974 0.09
H -1.915 3.682 -2.947 0.07
C -0.574 -6.300 -3.925 -0.10
O -0.976 -6.008 -2.587 -0.17
H -1.458 -6.614 -4.473 0.09
H -0.153 -5.414 -4.407 0.08
H 0.159 -7.109 -3.942 0.09
H -0.196 -5.729 -2.097 0.00
C -2.392 -5.092 -0.412 -0.22
O -3.216 -5.788 -1.329 -0.12
H -3.022 -4.671 0.366 0.07
H -1.673 -5.780 0.046 0.08
H -1.854 -4.290 -0.919 0.02
H -2.629 -6.154 -2.002 0.04
C 0.042 8.389 -3.648 -0.14
O -0.835 7.720 -4.552 -0.14
H -0.551 8.714 -2.796 0.08
H 0.830 7.718 -3.297 0.07
H 0.496 9.265 -4.117 0.08
H -0.309 7.439 -5.306 0.08
C -4.904 8.004 -1.361 -0.17
O -5.282 8.085 -2.732 -0.13
H -4.702 6.960 -1.136 0.07
H -4.000 8.593 -1.181 0.07
H -5.709 8.359 -0.714 0.08
H -5.461 9.007 -2.936 0.07
C -3.636 -7.204 1.994 -0.15
O -3.167 -6.417 3.094 -0.14
H -2.837 -7.263 1.264 0.06
H -3.896 -8.213 2.321 0.08
H -4.505 -6.729 1.534 0.08
H -3.877 -6.368 3.739 0.07
C 0.956 -4.591 6.308 -0.15
O 1.597 -3.317 6.328 -0.14
H 1.454 -5.220 7.040 0.08
H -0.099 -4.503 6.577 0.08
H 1.041 -5.059 5.323 0.07
H 1.160 -2.759 5.682 0.00
C 2.599 2.540 5.108 -0.14
O 1.215 2.325 4.827 -0.14
H 2.932 3.376 4.499 0.08
H 2.749 2.787 6.160 0.08
H 3.192 1.656 4.857 0.07
H 0.924 1.589 5.372 0.07